{"formula": "C22H27OW", "method": "the ωB97M-V functional and the def2-TZVPD basis", "spin_multiplicity": 3, "total_charge": -1, "gap_ev": [2.7, 4.5], "symbols": ["W", "O", "C", "C", "C", "C", "C", "C", "C", "C", "C", "C", "C", "C", "C", "C", "C", "C", "C", "C", "C", "C", "C", "C", "H", "H", "H", "H", "H", "H", "H", "H", "H", "H", "H", "H", "H", "H", "H", "H", "H", "H", "H", "H", "H", "H", "H", "H", "H", "H", "H"], "xyz": [[0.15230, 0.73606, 0.07258], [0.06880, -0.24794, -1.92522], [-0.12980, -1.35614, 0.87268], [0.70230, 1.37316, -3.69272], [2.02430, 2.15646, -0.38192], [2.44300, 0.10186, 0.51518], [1.96910, 0.93456, 1.55378], [-0.59970, -2.28244, 5.11878], [-0.04680, 0.11036, -3.36622], [-0.42540, -0.95764, 4.73238], [-2.18970, 0.86136, -0.23382], [-1.30220, 1.96736, 1.54438], [-0.61650, -3.28624, 4.14848], [-0.45900, -2.96244, 2.79248], [1.73780, 2.21026, 1.00108], [-1.49950, 0.16556, -3.77312], [-1.08300, 2.75086, 0.38688], [2.48270, 0.85516, -0.66482], [0.55710, -1.58154, -2.25902], [0.64310, -1.21254, -3.73342], [-0.26860, -0.63784, 3.38218], [-1.99920, 0.81436, 1.15918], [-0.28090, -1.62584, 2.37868], [-1.62890, 2.07046, -0.71372], [-2.26010, -0.00864, 1.79828], [-0.57790, 3.69996, 0.34718], [2.66520, -0.94484, 0.60958], [-1.59680, -0.11204, -4.82242], [0.08960, -1.84914, -4.41782], [0.68830, 1.53916, -4.76942], [-1.91530, 1.16126, -3.64932], [-2.09210, -0.52854, -3.18152], [-1.03880, -1.75664, 0.37738], [-1.63940, 2.42866, -1.72772], [1.48810, -1.79934, -1.74602], [-2.63490, 0.08286, -0.82662], [-0.72380, -2.52704, 6.16528], [0.71000, -1.97974, 0.51468], [1.73810, 1.31756, -3.37102], [1.65800, -1.08324, -4.09962], [1.39670, 3.07446, 1.54178], [1.81030, 0.63786, 2.57598], [-0.75700, -4.31554, 4.44988], [-0.97090, 2.20106, 2.54208], [-0.48020, -3.75934, 2.06038], [0.24260, 2.23276, -3.21102], [1.93000, 2.96796, -1.08372], [-0.15130, 0.38666, 3.15378], [-0.41370, -0.17424, 5.47918], [2.76280, 0.48306, -1.63482], [-0.17860, -2.33224, -1.98912]], "atomic_forces_ev_per_a": [[-0.5846, -0.4944, 2.8639], [0.1159, -0.9782, -1.4015], [-0.0707, 0.0814, -0.3310], [0.0218, 0.0278, -0.0482], [-0.2062, 0.6329, -0.0800], [-0.2420, -0.0418, -0.0379], [-0.3222, -0.4062, 0.4166], [0.0203, -0.0265, -0.1965], [0.0998, -0.0861, 0.0416], [-0.0081, -0.5426, -0.4157], [-0.1807, -0.2874, -0.5525], [0.2379, 0.6661, 0.2169], [0.0779, 0.4895, -0.3797], [-0.0239, 0.4460, 1.0668], [0.4900, 1.1223, 0.1014], [-0.0674, 0.0354, -0.1256], [-0.4460, 1.3490, 0.9227], [0.7321, -0.3855, -0.9095], [-0.0468, 0.1122, 0.1250], [-0.0364, -0.0526, -0.0684], [-0.1920, -1.2145, 0.4967], [0.1977, -0.3290, 0.1245], [0.0469, -0.2809, -0.3549], [0.4075, -0.3238, -1.0433], [-0.0839, -0.0458, 0.0859], [0.0245, 0.0882, 0.0262], [0.0827, -0.1891, -0.0073], [-0.0398, 0.0234, -0.1815], [-0.0611, -0.0566, -0.0943], [-0.0396, -0.0039, -0.1999], [-0.0860, 0.1227, 0.1203], [-0.0323, -0.1119, 0.0431], [0.2328, -0.1308, 0.2199], [-0.1679, 0.0930, -0.1228], [0.1490, 0.0683, 0.0888], [-0.1821, -0.0953, -0.1227], [-0.0116, -0.0774, 0.0649], [-0.3062, -0.1514, 0.1828], [0.0980, -0.0315, 0.0587], [0.0907, 0.0277, -0.0129], [-0.0141, 0.1136, 0.0636], [0.2387, 0.0544, 0.0500], [-0.0034, -0.1073, -0.0094], [-0.0667, 0.1380, 0.0963], [0.0210, 0.0637, -0.1477], [-0.0561, 0.0801, 0.1439], [0.1002, 0.0864, -0.0696], [0.1088, 0.6948, -0.5827], [0.0020, 0.0644, 0.0102], [0.1216, -0.0688, -0.1226], [-0.1401, -0.1623, -0.0124]]}


{"formula": "C22H21NO6", "method": "the ωB97M-V functional and the def2-TZVPD basis", "smiles": "COCCN1C(=O)c2oc3ccccc3c(=O)c2[C@@H]1c1ccc(OC)c(OC)c1", "spin_multiplicity": 1, "gap_ev": 7.8, "symbols": ["O", "O", "O", "O", "O", "O", "N", "C", "C", "C", "C", "C", "C", "C", "C", "C", "C", "C", "C", "C", "C", "C", "C", "C", "C", "C", "C", "C", "C", "H", "H", "H", "H", "H", "H", "H", "H", "H", "H", "H", "H", "H", "H", "H", "H", "H", "H", "H", "H", "H"], "xyz": [[3.49855, -1.04939, 0.35670], [-3.79190, 2.15191, 1.46204], [1.57808, 2.16659, -1.40488], [-2.01576, -4.07907, 0.22193], [-3.57744, 2.43956, -1.09653], [1.82292, -3.51772, 0.04748], [0.37771, -2.05427, -0.97008], [4.08461, 0.17999, 0.33236], [-1.88977, 0.63111, 1.54106], [4.16243, 2.52234, -0.22632], [-1.92312, -3.06755, -0.74368], [-3.95119, 2.05777, 2.85572], [0.29444, -0.63998, -1.28352], [5.40321, 2.62516, 0.35829], [-3.45602, 2.71538, -2.47077], [-0.56575, -3.01621, -1.48168], [-1.69223, 0.90794, -1.20908], [5.34325, 0.28934, 0.92509], [-0.89502, -0.03910, 0.84376], [2.30213, -1.13844, -0.21608], [3.47931, 1.30270, -0.25258], [1.62629, -0.13093, -0.81777], [-2.78638, 1.45072, 0.87670], [-2.67519, 1.60199, -0.52545], [1.52278, -2.40627, -0.32790], [-1.22675, -3.87439, 1.37293], [-0.80361, 0.08196, -0.52988], [2.14639, 1.22122, -0.88745], [5.99348, 1.50327, 0.93516], [-0.09439, -4.00043, -1.40593], [-3.63486, 1.82193, -3.07873], [-1.44327, -2.89878, 1.82480], [-0.74587, -2.78748, -2.53660], [-2.70647, -3.30803, -1.46646], [-1.59312, 1.01299, -2.27706], [5.92083, 3.57184, 0.37117], [-0.19581, -0.66397, 1.38024], [-4.22358, 3.45606, -2.68902], [-4.80191, 2.69317, 3.09632], [-1.49998, -4.66485, 2.06925], [0.15543, -0.49425, -2.36139], [-2.47184, 3.12960, -2.71103], [3.67724, 3.37235, -0.68185], [-1.94602, 0.51197, 2.61104], [6.96729, 1.58276, 1.39374], [5.78151, -0.59216, 1.36544], [-2.13899, -2.08499, -0.30055], [-0.15756, -3.94587, 1.15342], [-4.16760, 1.03089, 3.16897], [-3.06644, 2.42159, 3.38868]], "atomic_forces_ev_per_a": [[-0.0847, -0.5095, 0.1260], [0.1279, -0.0302, -0.3770], [0.0258, -0.1471, 0.0128], [-0.0655, -0.2039, -0.0134], [0.0412, -0.1059, 0.3568], [0.2795, -0.0484, 0.0649], [0.0894, 0.1685, 0.0094], [0.2399, 0.8240, -0.0846], [-0.1195, 0.1168, 0.0779], [0.0457, -0.0876, 0.0402], [0.0518, 0.0936, -0.1999], [-0.0140, -0.0310, 0.2312], [0.0799, 0.2914, 0.0558], [-0.0716, 0.1171, -0.0653], [0.0203, 0.0320, -0.2226], [-0.4124, -0.2559, 0.1634], [-0.0821, 0.0288, 0.0648], [-0.1718, -0.2079, -0.0337], [0.0313, 0.0437, -0.3144], [-0.4261, 1.0646, -0.6508], [0.1538, -0.1141, 0.1296], [0.2941, -0.7163, 0.2183], [-0.0931, 0.0922, -0.1912], [-0.1359, 0.0306, 0.1950], [0.0223, -0.3355, 0.0638], [0.0440, -0.0024, 0.0437], [-0.1205, 0.0660, 0.1807], [0.0401, -0.0242, 0.0331], [-0.1012, -0.1265, -0.0174], [-0.0638, 0.0768, -0.0964], [0.0256, 0.0300, 0.0248], [-0.0097, -0.0001, 0.0273], [0.0406, -0.0258, 0.0218], [0.0746, 0.1079, -0.0055], [-0.0143, 0.0523, -0.1481], [0.0356, 0.0857, -0.0029], [0.0544, -0.0802, 0.0712], [0.0676, -0.0568, -0.0365], [0.0664, -0.0575, 0.0339], [0.0495, 0.0507, 0.0666], [0.0549, -0.0240, 0.0580], [-0.0275, -0.0261, 0.0056], [-0.0437, 0.0652, -0.0365], [-0.0642, 0.0276, 0.1093], [0.0805, -0.0205, 0.0455], [0.0598, -0.0962, 0.0540], [-0.0475, -0.1445, -0.0844], [-0.0262, 0.0043, 0.0340], [0.0251, 0.0362, -0.0145], [-0.0263, -0.0279, -0.0243]]}


{"formula": "C4H11NS", "method": "the ωB97M-V functional and the def2-TZVPD basis", "smiles": "C=CN.CSC", "spin_multiplicity": 1, "gap_ev": 9.1, "symbols": ["S", "N", "C", "C", "C", "C", "H", "H", "H", "H", "H", "H", "H", "H", "H", "H", "H"], "xyz": [[2.15992, -1.20290, -0.43404], [-2.04718, 0.96408, 0.17292], [1.22970, 0.23268, 0.03422], [3.31797, -0.48059, -1.70222], [-2.61467, 0.28576, 1.23931], [-2.97612, -0.99878, 1.52107], [-3.20756, -1.36241, 2.46601], [2.85421, -0.17422, -2.62441], [-2.88411, 1.00064, 2.09961], [-2.10903, 1.94306, 0.12081], [4.03214, -1.22958, -1.97419], [1.90152, 1.04785, -0.19573], [1.17629, 0.12864, 1.20951], [-2.83925, -1.72856, 0.78595], [-2.00594, 0.68701, -0.78919], [3.71652, 0.41694, -1.32665], [0.29558, 0.47037, -0.60297]], "atomic_forces_ev_per_a": [[0.8709, -0.5794, -1.2620], [0.0219, -0.7885, -0.4143], [-0.5801, 0.6240, 0.9218], [-1.6348, -0.7529, 0.1518], [-1.5806, 0.4384, 2.6634], [1.5084, 2.4553, -2.2383], [-0.6650, 0.0520, 1.5698], [-0.7573, -0.1860, -0.3778], [0.8515, -0.8495, -1.3773], [-0.3050, 1.2230, 0.8643], [0.6331, -0.3073, 0.2309], [0.1484, 0.5341, 0.3754], [-0.7702, 0.5932, -2.5336], [0.2092, -1.1942, -1.1061], [-0.2265, -1.2824, 0.0344], [1.0511, 0.8607, 0.8347], [1.2249, -0.8405, 1.6632]]}


{"formula": "C3H3ClO4S", "method": "the ωB97M-V functional and the def2-TZVPD basis", "spin_multiplicity": 1, "gap_ev": 10.8, "symbols": ["Cl", "S", "O", "O", "O", "O", "C", "C", "C", "H", "H", "H"], "xyz": [[2.32851, 1.72753, 1.05463], [-1.73245, -0.86981, 0.53249], [-0.01079, 0.99627, 1.98137], [-2.71294, -1.92921, 0.26564], [-1.41801, 0.22064, -0.76703], [0.01160, -1.33248, 0.50941], [0.74186, -0.25530, 0.04682], [0.82852, 0.82587, 1.15489], [-0.06809, 0.29766, -1.14923], [0.20503, -0.24425, -1.98721], [1.66442, -0.73107, -0.33912], [0.16234, 1.29415, -1.30266]], "atomic_forces_ev_per_a": [[0.0775, 0.3679, 0.0645], [-0.2363, 0.1037, 0.4152], [0.8110, 0.1461, -0.6503], [2.5618, 1.3315, -0.7435], [-0.8959, -1.4560, 0.4671], [-2.6675, -0.7575, 0.1996], [-0.1092, -0.1611, -0.5803], [-0.1010, -0.9338, 0.0661], [0.1210, -0.4699, 2.4105], [-0.0268, -1.3442, -1.8539], [0.0700, 1.0058, 0.6093], [0.3955, 2.1675, -0.4042]]}